No. 1
35
Properties=species:S:1:pos:R:3:lowdin_charge:R:1 method="wB97M-V/def2-TZVPD" s_squared=2.0052 total_charge=+1 spin_multiplicity=3 de_lowest_kj_mol=0.0 homo_lumo_gap_ev="8.193 / 7.187"
Pd -0.021 -0.605 0.636 1.128
O 1.037 -3.462 3.691 0.190
C 0.572 -2.483 2.958 -0.468
O 0.351 -2.577 1.764 0.035
C 0.273 -1.249 3.780 -0.079
O -0.017 -0.127 2.970 -0.203
C 1.004 0.890 2.999 -0.088
C 2.252 0.547 2.131 -0.628
O 3.328 0.938 2.516 0.099
O 2.000 -0.108 1.045 -0.102
H 1.187 -4.263 3.169 0.158
H -0.610 -1.467 4.385 0.160
H 1.113 -1.058 4.449 0.157
H 0.547 1.791 2.591 0.127
H 1.340 1.077 4.017 0.135
Br 1.107 -1.168 -6.023 0.846
C 0.777 -1.058 -4.178 -0.653
C 1.365 -1.959 -3.304 -0.064
C 1.051 -1.851 -1.962 -0.075
N 0.223 -0.919 -1.500 0.006
C -0.309 -0.010 -2.327 -0.185
C -0.058 -0.063 -3.689 -0.034
C -1.138 1.040 -1.687 -0.183
C -1.805 2.013 -2.414 -0.034
C -2.548 2.969 -1.738 -0.653
Br -3.468 4.292 -2.703 0.847
C -2.606 2.938 -0.353 -0.070
C -1.912 1.938 0.298 -0.089
N -1.202 1.014 -0.346 0.016
H 2.048 -2.718 -3.656 0.119
H 1.466 -2.534 -1.233 0.127
H -0.488 0.652 -4.372 0.109
H -1.757 2.041 -3.492 0.110
H -3.174 3.671 0.200 0.118
H -1.928 1.869 1.378 0.122

---

No. 2
37
Properties=species:S:1:pos:R:3:lowdin_charge:R:1 method="wB97M-V/def2-TZVPD" s_squared=0.7519 total_charge=0 spin_multiplicity=2 de_lowest_kj_mol=16.5 homo_lumo_gap_ev="6.057 / 7.619"
Zr 0.040 0.463 -0.325 1.432
O 1.253 -0.358 -1.862 -0.326
N 2.360 -1.080 -1.594 -0.189
C 3.266 -1.177 -2.592 -0.011
C 4.411 -1.896 -2.422 -0.049
C 4.625 -2.534 -1.193 -0.055
C 3.689 -2.419 -0.200 -0.076
C 2.515 -1.666 -0.392 -0.644
S 1.314 -1.473 0.832 0.621
H 2.992 -0.638 -3.485 0.141
H 5.130 -1.956 -3.225 0.110
H 5.527 -3.107 -1.027 0.113
H 3.822 -2.888 0.764 0.109
C -5.195 -3.624 -0.295 -0.035
C -4.010 -2.705 -0.276 -0.250
C -3.940 -1.643 0.622 -0.002
C -2.844 -0.808 0.621 -0.101
N -1.812 -0.975 -0.222 -0.083
C -1.868 -2.000 -1.078 -0.116
C -2.937 -2.872 -1.141 -0.007
H -6.107 -3.061 -0.497 0.090
H -5.317 -4.107 0.675 0.090
H -5.087 -4.395 -1.055 0.079
H -4.740 -1.461 1.328 0.124
H -2.775 0.025 1.306 0.111
H -1.014 -2.125 -1.735 0.112
H -2.924 -3.679 -1.862 0.117
Cl -4.401 2.812 0.060 0.612
C -2.896 3.384 -0.700 -1.515
Cl -3.209 3.799 -2.378 0.632
Cl -2.267 4.784 0.170 0.643
C -1.865 2.238 -0.573 -0.838
O -1.366 1.726 -1.604 -0.125
O -1.567 1.854 0.583 -0.164
Se 1.750 2.759 3.012 0.565
C 1.591 2.340 1.326 -0.996
N 1.452 2.035 0.187 -0.121

---

No. 3
35
Properties=species:S:1:pos:R:3:lowdin_charge:R:1 method="wB97M-V/def2-TZVPD" s_squared=8.7737 total_charge=+1 spin_multiplicity=6 homo_lumo_gap_ev="6.560 / 6.051"
Fe 0.094 -0.046 -0.352 0.281
N -1.383 4.291 -0.442 0.138
C -1.085 3.043 -0.818 -0.120
N -0.814 2.076 -0.003 0.073
C -0.828 2.326 1.373 -0.256
N -0.791 1.328 2.196 0.077
N -0.673 0.118 1.686 -0.073
C -1.342 -0.881 2.157 -0.025
C -1.316 -2.128 1.437 -0.245
C -1.862 -3.309 1.948 0.010
C -1.899 -4.437 1.150 -0.023
C -1.394 -4.358 -0.142 -0.018
C -0.852 -3.155 -0.572 -0.099
N -0.810 -2.067 0.184 0.040
C -1.002 3.681 1.842 -0.084
C -0.930 4.030 3.192 0.005
C -1.128 5.338 3.578 -0.049
C -1.458 6.306 2.634 -0.044
C -1.580 5.975 1.297 -0.001
C -1.327 4.669 0.895 -0.165
H -1.626 4.990 -1.131 0.171
H -1.089 2.828 -1.879 0.133
H -2.005 -0.762 3.012 0.141
H -2.261 -3.319 2.950 0.123
H -2.311 -5.362 1.525 0.122
H -1.436 -5.201 -0.811 0.117
H -0.448 -3.048 -1.569 0.109
H -0.709 3.256 3.907 0.118
H -1.033 5.614 4.616 0.115
H -1.628 7.324 2.948 0.116
H -1.864 6.723 0.571 0.120
S 0.191 -0.047 -2.731 0.043
S 2.021 0.030 -3.463 0.033
S 3.437 0.054 -1.801 0.051
S 2.387 0.057 -0.118 0.067

---

No. 4
32
Properties=species:S:1:pos:R:3:lowdin_charge:R:1 method="wB97M-V/def2-TZVPD" total_charge=-1 de_lowest_kj_mol=0.0 smiles="O=[N+]([O-])c1ccc(S[C@@H](C=[N+]([O-])[O-])c2ccccc2)cc1" homo_lumo_gap_ev=5.197
O -4.450 2.028 2.248 0.030
N -3.342 2.554 1.989 -0.329
O -2.834 3.464 2.687 0.029
C -2.610 2.077 0.865 -0.173
C -1.306 2.563 0.644 0.005
C -0.484 1.911 -0.261 -0.071
C -0.979 0.811 -0.995 -0.544
S -0.048 0.058 -2.247 1.013
C 0.656 -1.417 -1.371 -0.495
C 1.536 -1.898 -2.459 -0.194
N 0.847 -2.459 -3.498 -0.487
O 1.409 -2.970 -4.508 -0.104
O -0.419 -2.449 -3.379 -0.153
C 1.334 -1.076 -0.064 -0.245
C 0.665 -1.298 1.145 -0.042
C 1.247 -0.898 2.349 -0.092
C 2.512 -0.295 2.342 -0.110
C 3.200 -0.127 1.134 -0.088
C 2.612 -0.528 -0.075 -0.045
C -2.289 0.338 -0.764 -0.074
C -3.116 0.982 0.138 0.003
H -0.973 3.425 1.217 0.114
H 0.548 2.214 -0.419 0.108
H -0.205 -2.073 -1.167 0.106
H 2.569 -2.177 -2.281 0.098
H -0.320 -1.766 1.090 0.114
H 0.703 -1.077 3.281 0.097
H 2.969 0.039 3.276 0.091
H 4.197 0.312 1.110 0.094
H 3.128 -0.394 -1.027 0.112
H -2.621 -0.532 -1.327 0.115
H -4.135 0.657 0.325 0.114

---

No. 5
44
Properties=species:S:1:pos:R:3:lowdin_charge:R:1 method="wB97M-V/def2-TZVPD" total_charge=-2 de_lowest_kj_mol=47.1 homo_lumo_gap_ev=5.002
Ag -0.341 0.118 -0.347 0.774
O 1.194 0.343 5.918 0.057
C 0.845 0.258 4.604 -0.311
C -0.476 0.144 4.196 0.010
C -0.738 0.037 2.846 -0.097
N 0.223 0.058 1.920 -0.015
C 1.472 0.190 2.331 -0.754
Br 2.790 0.259 0.983 0.759
C 1.855 0.285 3.655 -0.050
H 0.395 0.251 6.449 0.101
H -1.284 0.114 4.915 0.117
H -1.745 -0.103 2.483 0.107
H 2.891 0.362 3.946 0.110
Br 1.040 5.701 -4.741 0.602
C 0.637 3.966 -4.075 -0.792
C 0.454 2.906 -4.940 -0.792
Br 0.572 3.159 -6.819 0.601
C 0.173 1.634 -4.405 -0.650
Br -0.068 0.134 -5.556 0.659
C 0.060 1.367 -3.038 -0.463
O -0.186 0.181 -2.592 -0.233
C 0.225 2.497 -2.118 -0.479
O 0.106 2.334 -0.854 -0.225
C 0.526 3.744 -2.692 -0.652
Br 0.761 5.171 -1.452 0.656
C -0.741 -3.097 -1.272 -0.080
N 0.224 -2.921 -0.195 -0.046
C 0.586 -3.860 0.686 -0.867
S 1.651 -3.530 1.947 0.540
N 0.043 -5.089 0.465 -0.052
C 0.183 -6.198 1.380 -0.129
H -0.731 -2.196 -1.885 0.069
H -1.751 -3.248 -0.883 0.068
H -0.452 -3.936 -1.910 0.085
H 0.369 -1.959 0.086 0.043
H -0.791 -5.091 -0.097 0.107
H 1.041 -6.005 2.018 0.016
H 0.344 -7.123 0.821 0.069
H -0.704 -6.308 2.009 0.082
F -2.224 -1.475 0.667 0.038
B -3.016 -2.349 1.472 -1.253
F -4.317 -1.836 1.550 0.096
F -3.016 -3.623 0.872 0.083
F -2.460 -2.423 2.758 0.094

---

No. 6
39
Properties=species:S:1:pos:R:3:lowdin_charge:R:1 method="wB97M-V/def2-TZVPD" total_charge=+3 de_lowest_kj_mol=0.0 homo_lumo_gap_ev="5.199 / 5.198"
Tc -1.106 -0.897 0.324 0.522
O 2.289 -1.349 -2.716 0.031
C 2.678 -0.055 -2.766 -0.266
C 3.568 0.398 -3.733 0.020
C 3.963 1.721 -3.750 -0.001
C 3.478 2.630 -2.802 -0.034
C 2.602 2.195 -1.843 -0.021
C 2.174 0.846 -1.807 -0.158
C 1.265 0.486 -0.752 -0.303
O 0.649 -0.800 -0.758 -0.702
N 0.998 1.201 0.273 0.154
N 0.019 0.650 1.068 -0.149
C -0.222 1.148 2.225 0.016
C -1.320 0.554 2.964 -0.246
C -1.678 1.007 4.217 0.052
C -2.756 0.411 4.869 0.030
C -3.424 -0.611 4.228 0.023
C -3.004 -1.020 2.964 -0.116
N -1.973 -0.465 2.330 -0.077
H 2.771 -1.874 -3.369 0.145
H 3.960 -0.299 -4.464 0.139
H 4.663 2.054 -4.506 0.135
H 3.805 3.660 -2.818 0.128
H 2.230 2.877 -1.090 0.124
H 0.363 1.981 2.599 0.168
H -1.122 1.814 4.675 0.144
H -3.060 0.746 5.851 0.143
H -4.270 -1.105 4.684 0.139
H -3.528 -1.816 2.456 0.053
I -2.732 -3.202 0.098 1.065
C -1.202 -4.371 1.023 -0.967
I 0.371 -3.059 1.586 1.054
H -0.830 -5.078 0.291 0.000
H -1.617 -4.852 1.901 0.000
S -1.487 2.603 -5.177 0.244
As -0.617 1.594 -3.751 0.563
S -0.442 -1.401 -1.900 0.624
S -2.664 0.436 -0.448 0.179
S -2.791 1.244 -2.176 0.146

---

No. 7
34
Properties=species:S:1:pos:R:3:lowdin_charge:R:1 method="wB97M-V/def2-TZVPD" total_charge=+1 de_lowest_kj_mol=302.3 homo_lumo_gap_ev=6.966
Au -1.308 -0.594 0.815 1.422
C 1.983 -1.782 -1.556 0.012
C 0.768 -1.664 -0.711 -0.210
N 0.273 -0.533 -0.337 -0.121
N 0.744 0.701 -0.632 0.113
C 0.000 1.625 -0.054 -0.365
O -1.058 1.364 0.692 -0.155
C 0.330 3.038 -0.238 -0.158
C -0.465 4.014 0.365 -0.005
C -0.154 5.351 0.194 -0.053
C 0.944 5.715 -0.574 -0.051
C 1.736 4.744 -1.175 -0.058
C 1.434 3.406 -1.010 -0.017
C 0.009 -2.840 -0.220 -0.178
C 0.341 -4.144 -0.513 0.031
C -0.444 -5.177 -0.003 0.005
C -1.540 -4.884 0.784 0.001
C -1.834 -3.556 1.055 -0.051
N -1.078 -2.580 0.565 -0.045
H 2.357 -0.794 -1.803 0.085
H 1.752 -2.321 -2.477 0.106
H 2.758 -2.337 -1.023 0.108
H -1.316 3.721 0.963 0.120
H -0.767 6.110 0.660 0.113
H 1.184 6.761 -0.706 0.114
H 2.590 5.034 -1.772 0.112
H 2.043 2.643 -1.472 0.110
H 1.202 -4.354 -1.130 0.129
H -0.190 -6.204 -0.227 0.131
H -2.170 -5.661 1.192 0.129
H -2.676 -3.251 1.663 0.127
O -1.665 -0.352 3.543 -0.042
N -2.797 -0.509 3.223 -0.154
O -2.985 -0.690 1.919 -0.308

---

No. 8
37
Properties=species:S:1:pos:R:3:lowdin_charge:R:1 method="wB97M-V/def2-TZVPD" total_charge=0 homo_lumo_gap_ev="7.128 / 7.192"
Fe 0.453 -0.095 -0.915 0.369
C 0.291 -3.621 3.242 -0.061
C 0.393 -3.661 1.860 -0.054
C 0.360 -2.483 1.133 -0.004
C 0.216 -1.271 1.797 -0.217
C 0.114 -1.224 3.186 -0.006
C 0.154 -2.404 3.901 -0.064
N 0.161 -0.105 0.996 -0.008
N -0.061 0.978 1.574 0.152
C -0.141 2.062 0.685 -0.267
C -0.459 3.316 1.170 0.021
C -0.575 4.358 0.267 -0.033
C -0.386 4.107 -1.082 -0.025
C -0.072 2.821 -1.488 -0.098
N 0.062 1.822 -0.620 0.048
H 0.316 -4.541 3.810 0.109
H 0.498 -4.606 1.346 0.113
H 0.437 -2.515 0.054 0.107
H 0.005 -0.271 3.682 0.109
H 0.077 -2.380 4.980 0.109
H -0.624 3.442 2.231 0.122
H -0.819 5.355 0.610 0.117
H -0.487 4.890 -1.820 0.116
H 0.072 2.571 -2.530 0.098
Cl 1.057 -0.094 -3.210 0.726
C 2.831 0.145 -2.910 -1.429
Cl 3.131 1.888 -2.787 0.638
Cl 3.711 -0.536 -4.249 0.664
C 3.234 -0.503 -1.519 -0.757
O 4.349 -0.928 -1.411 0.081
O 2.294 -0.478 -0.641 -0.131
B -3.946 -1.128 -2.019 -0.415
C -2.464 -0.779 -1.645 -0.175
N -1.370 -0.522 -1.372 0.045
H -4.340 -0.231 -2.733 0.000
H -4.560 -1.189 -0.976 0.000
H -3.915 -2.191 -2.599 0.001

---

No. 9
38
Properties=species:S:1:pos:R:3:lowdin_charge:R:1 method="wB97M-V/def2-TZVPD" total_charge=0 homo_lumo_gap_ev=8.327
Be -0.809 -0.674 -0.320 -0.167
N -1.182 -0.741 1.424 0.030
C -0.310 -0.345 2.560 -0.195
C -0.053 1.152 2.607 -0.177
C 0.512 1.759 1.322 -0.168
C -0.516 2.026 0.221 -0.185
N -0.471 0.975 -0.824 0.013
H -2.088 -0.286 1.534 0.119
H -1.390 -1.735 1.519 0.122
H 0.623 -0.892 2.458 0.104
H -0.783 -0.662 3.491 0.124
H 0.655 1.321 3.420 0.121
H -0.969 1.680 2.893 0.118
H 1.295 1.101 0.932 0.096
H 1.010 2.698 1.564 0.118
H -0.355 3.005 -0.232 0.120
H -1.532 2.028 0.622 0.120
H 0.430 0.993 -1.297 0.113
H -1.162 1.177 -1.544 0.124
F 5.983 0.166 -1.507 0.134
C 4.745 -0.310 -1.409 -0.140
C 4.088 -0.787 -2.531 -0.143
F 4.701 -0.763 -3.712 0.132
C 2.796 -1.274 -2.423 -0.247
F 2.213 -1.708 -3.539 0.093
C 2.110 -1.314 -1.208 -0.506
S 0.494 -2.016 -1.139 0.791
C 2.811 -0.834 -0.109 -0.244
F 2.244 -0.854 1.109 0.052
C 4.098 -0.333 -0.188 -0.147
F 4.714 0.119 0.905 0.125
N -2.357 -1.064 -0.913 0.152
C -3.512 -0.907 -0.951 -0.112
C -4.868 -0.705 -0.975 -0.273
C -5.445 0.004 -2.059 -0.238
N -5.898 0.598 -2.936 0.134
C -5.620 -1.134 0.148 -0.242
N -6.202 -1.465 1.086 0.130

---

No. 10
36
Properties=species:S:1:pos:R:3:lowdin_charge:R:1 method="wB97M-V/def2-TZVPD" s_squared=24.8026 total_charge=+4 spin_multiplicity=10 de_lowest_kj_mol=128.0 homo_lumo_gap_ev="4.679 / 4.905"
Rh 0.109 0.589 -6.449 1.086
Dy -1.730 0.422 -1.943 1.245
Cl -1.425 -0.808 -4.264 0.007
Cl -2.503 2.740 -1.960 -0.036
C 0.591 1.239 -4.790 -0.170
C 1.215 -0.884 -6.452 -0.126
C 0.600 1.942 -7.601 -0.067
O 0.778 1.569 -3.657 0.147
O 1.934 -1.789 -6.419 0.285
O 0.834 2.840 -8.294 0.311
C 0.935 -0.566 3.617 0.071
N 1.237 -0.282 2.229 -0.019
N 0.243 -0.148 1.322 0.098
C 0.787 0.089 0.099 -0.318
O 0.026 0.375 -0.906 -0.289
C 2.185 0.020 0.253 0.137
C 2.429 -0.188 1.606 -0.162
C 3.707 -0.286 2.338 0.046
C -1.161 -0.263 1.661 -0.124
C -1.688 0.630 2.596 0.060
C -3.021 0.474 2.989 0.064
C -3.799 -0.518 2.364 0.085
C -3.295 -1.330 1.343 0.037
C -1.960 -1.170 0.947 -0.030
H 0.397 0.266 4.082 0.107
H 1.904 -0.663 4.097 0.114
H 0.365 -1.496 3.752 0.137
H 2.849 0.125 -0.584 0.147
H 3.799 0.516 3.089 0.132
H 3.832 -1.272 2.822 0.133
H 4.501 -0.150 1.593 0.117
H -1.036 1.416 2.990 0.155
H -3.422 1.126 3.779 0.163
H -4.827 -0.652 2.707 0.163
H -3.905 -2.083 0.846 0.152
H -1.487 -1.831 0.200 0.141

---

No. 11
35
Properties=species:S:1:pos:R:3:lowdin_charge:R:1 method="wB97M-V/def2-TZVPD" total_charge=+2 homo_lumo_gap_ev="6.033 / 6.060"
Mo 0.296 0.140 -0.116 1.851
Cl -3.156 0.084 -3.598 0.863
C -2.833 1.387 -2.567 -0.563
C -3.579 2.587 -2.662 -0.064
C -3.323 3.649 -1.832 -0.561
Cl -4.246 5.077 -1.980 0.834
C -2.292 3.591 -0.835 -0.138
C -1.937 4.605 0.065 0.061
C -0.913 4.380 0.965 0.011
C -0.249 3.159 0.973 -0.073
N -0.561 2.166 0.132 -0.046
C -1.570 2.397 -0.755 -0.169
C -1.847 1.329 -1.611 -0.294
O -1.014 0.279 -1.359 -0.245
H -4.359 2.652 -3.407 0.130
H -2.463 5.550 0.047 0.124
H -0.616 5.143 1.669 0.131
H 0.559 2.966 1.663 0.103
F 1.100 -1.483 -0.265 -0.406
N 1.552 0.675 1.431 -0.002
C 2.359 0.443 2.255 -0.166
N 3.224 0.192 3.143 -0.020
C 2.959 0.406 4.609 -0.041
C 3.974 1.412 5.119 -0.171
O 5.282 0.975 4.838 -0.093
C 5.534 0.913 3.453 -0.168
C 4.653 -0.138 2.803 -0.038
H 3.094 -0.569 5.075 0.148
H 1.927 0.730 4.730 0.139
H 3.883 1.499 6.201 0.148
H 3.795 2.401 4.675 0.137
H 6.579 0.638 3.321 0.149
H 5.372 1.894 2.987 0.139
H 4.834 -1.127 3.222 0.148
H 4.750 -0.176 1.720 0.141

---

No. 12
29
Properties=species:S:1:pos:R:3:lowdin_charge:R:1 method="wB97M-V/def2-TZVPD" total_charge=0 de_lowest_kj_mol=0.0 smiles=C[C@@H](F)N1c2ccccc2Sc2ccccc21 homo_lumo_gap_ev=9.134
C -0.797 -1.292 2.838 -0.009
C -1.002 -1.087 1.323 -0.356
F -2.282 -0.589 1.162 -0.004
N 0.036 -0.221 0.745 -0.002
C 0.790 -0.881 -0.282 -0.259
C 2.036 -1.377 -0.007 -0.010
C 2.722 -2.029 -0.996 -0.094
C 2.226 -2.174 -2.258 -0.084
C 0.972 -1.670 -2.534 -0.098
C 0.277 -1.027 -1.553 -0.443
S -1.330 -0.308 -1.832 1.051
C -1.136 1.185 -0.865 -0.436
C -1.628 2.380 -1.310 -0.094
C -1.423 3.510 -0.547 -0.083
C -0.718 3.383 0.614 -0.094
C -0.240 2.184 1.072 -0.003
C -0.449 1.057 0.318 -0.254
H -1.514 -0.669 3.375 0.080
H -1.039 -2.329 3.088 0.073
H 0.234 -1.102 3.125 0.073
H -0.984 -2.081 0.869 0.149
H 2.434 -1.233 0.989 0.121
H 3.701 -2.430 -0.754 0.109
H 2.757 -2.659 -3.067 0.109
H 0.526 -1.740 -3.520 0.109
H -2.163 2.387 -2.253 0.108
H -1.797 4.454 -0.920 0.109
H -0.534 4.283 1.193 0.109
H 0.327 2.074 1.988 0.123

---

No. 13
34
Properties=species:S:1:pos:R:3:lowdin_charge:R:1 method="wB97M-V/def2-TZVPD" total_charge=+3 de_lowest_kj_mol=13.8 homo_lumo_gap_ev=5.005
Ga -0.182 0.174 -0.207 0.222
O -1.523 -2.720 -0.103 0.299
C -1.108 -1.649 -0.199 0.061
C 0.614 2.746 -0.548 0.053
O 0.850 3.842 -0.800 0.195
C -1.685 1.164 0.834 0.070
O -2.353 1.610 1.669 0.296
C 0.540 0.071 -2.113 0.047
O 1.113 -0.101 -3.090 0.312
C -2.410 1.574 -2.459 -0.045
H -2.213 0.853 -3.259 0.081
H -3.294 1.380 -1.841 0.081
C -1.650 2.650 -2.287 -0.081
H -1.886 3.414 -1.541 0.087
H -0.814 2.874 -2.956 0.088
C 4.185 -2.885 1.442 0.014
N 2.977 -2.960 2.228 -0.051
C 2.021 -1.986 2.337 -0.580
Se 1.822 -0.316 1.451 0.899
N 1.195 -2.401 3.351 0.127
C 1.597 -3.654 3.856 -0.140
C 1.301 -4.291 5.064 0.032
C 2.153 -5.321 5.483 -0.001
C 3.279 -5.683 4.721 0.002
C 3.606 -4.998 3.542 0.038
C 2.723 -4.009 3.119 -0.138
H 4.091 -2.070 0.731 0.077
H 4.338 -3.812 0.901 0.117
H 5.056 -2.747 2.076 0.126
H 0.395 -1.838 3.647 0.170
H 0.457 -3.943 5.655 0.132
H 1.972 -5.850 6.421 0.138
H 3.931 -6.495 5.069 0.141
H 4.515 -5.196 2.979 0.131